Formula: C32H25IN3NbO3P2S2
Source: OMol25
Level of theory: the ωB97M-V functional and the def2-TZVPD basis

XYZ file:
```
69
Properties=species:S:1:pos:R:3
Nb -1.93118 0.16610 -1.11816
N 0.67747 0.91617 0.82645
P 0.65145 0.89674 -0.94502
C 1.98937 -0.23764 -1.24678
C 1.97778 -1.11551 -2.32512
C 3.13582 -1.78828 -2.65621
C 4.30749 -1.62756 -1.96965
C 4.39021 -0.69136 -0.96360
C 3.22616 -0.02933 -0.60852
C 1.21092 2.52882 -1.31263
C 2.22090 2.74454 -2.27814
C 2.64524 4.01314 -2.55088
C 2.27165 5.08737 -1.74899
C 1.26883 4.91329 -0.81996
C 0.70948 3.61738 -0.60152
P -0.93334 0.66445 1.36799
C -1.48445 2.18321 2.21045
C -2.54413 2.96297 1.72773
C -2.96011 4.11633 2.41097
C -2.41709 4.44926 3.66496
C -1.34829 3.68299 4.12227
C -0.88565 2.59736 3.42249
C -0.71278 -0.61963 2.65789
C -1.49286 -0.62953 3.80993
C -1.33458 -1.64101 4.73342
C -0.32888 -2.60866 4.54458
C 0.54755 -2.51665 3.48243
C 0.29964 -1.54943 2.51892
H 1.54572 0.70560 1.32305
H 1.08371 -1.16507 -2.92431
H 3.08776 -2.49126 -3.48965
H 5.16200 -2.25342 -2.15961
H 5.30307 -0.51431 -0.43038
H 3.31981 0.79331 0.09014
H 2.81559 1.90405 -2.70458
H 3.25185 4.12428 -3.40527
H 2.68887 6.07730 -1.93058
H 0.82863 5.76095 -0.26915
H -0.01889 3.52484 0.17532
H -3.08376 2.65846 0.78606
H -3.74137 4.75627 1.86746
H -2.89988 5.22018 4.25997
H -0.88898 4.00796 5.10220
H -0.10135 1.93336 3.85671
H -2.24423 0.16061 3.95514
H -2.00588 -1.68556 5.63727
H -0.22061 -3.35803 5.31126
H 1.33897 -3.22424 3.35112
H 0.90800 -1.54510 1.63125
S -1.78892 3.79251 -4.26379
C -1.92021 2.68938 -3.12689
N -1.87914 1.80802 -2.31322
O -4.11070 -0.57269 -2.42348
S -4.74411 -0.11094 -1.06931
N -3.48560 0.47579 -0.18752
I -0.82485 -8.41682 -2.24812
C -0.42733 -6.35467 -2.25412
C -0.08037 -5.76802 -1.05616
C -0.32186 -4.42632 -0.74776
C -0.97584 -3.67904 -1.73752
C -1.22569 -4.24408 -3.01251
C -0.88959 -5.50988 -3.32242
C -1.40019 -2.30811 -1.49916
O -1.49289 -1.85821 -0.32658
O -1.47360 -1.45846 -2.51179
H 0.41504 -6.42210 -0.33356
H -0.03271 -3.98182 0.18803
H -1.59924 -3.57258 -3.84551
H -1.02787 -5.95765 -4.29727
```

**Calculated total energy**: -3457.62606 a.u.
**Relative energy (zero: lowest compared OMol25 entry of this formula, charge and spin)**: 16.7 kJ/mol
**2S+1**: 1
**Lowest unoccupied orbital energy (alpha / beta)**: -9.262 / -9.260 eV
**Gap between HOMO and LUMO (alpha / beta)**: 3.93 / 3.93 eV
**Total charge**: +2
**E_HOMO (alpha / beta)**: -13.1908 / -13.1909 eV